1.
67
Properties=species:S:1:pos:R:3 method="wB97M-V/def2-TZVPD" homo_lumo_gap_ev=6.86 multiplicity=1 charge=+1 total_energy_ha=-1889.7456
Bi -1.046 -1.790 -0.159
C -3.215 0.625 1.870
N -2.315 1.674 1.427
C -2.085 2.695 2.441
C -1.661 1.689 0.248
N -1.283 0.589 -0.400
C -1.107 0.634 -1.812
C -2.122 1.171 -2.570
C -2.086 1.171 -3.970
C -1.035 0.595 -4.615
C 0.022 0.002 -3.888
C 1.077 -0.611 -4.601
C 2.098 -1.224 -3.943
C 2.098 -1.255 -2.543
C 1.116 -0.647 -1.794
N 1.148 -0.823 -0.383
C 2.286 -0.620 0.279
N 2.585 -1.215 1.453
C 2.091 -2.510 1.885
C 3.341 -0.524 2.490
N 3.242 0.236 -0.178
C 2.974 1.376 -1.033
C 4.658 -0.095 -0.076
C 0.011 -0.003 -2.456
N -1.393 2.935 -0.236
C -2.390 3.998 -0.155
C -0.267 3.256 -1.090
H -4.082 1.091 2.339
H -2.739 -0.024 2.598
H -3.554 0.029 1.024
H -1.878 2.200 3.391
H -2.960 3.335 2.572
H -1.231 3.313 2.182
H -2.982 1.585 -2.057
H -2.905 1.613 -4.523
H -0.994 0.564 -5.696
H 1.045 -0.592 -5.683
H 2.900 -1.708 -4.485
H 2.882 -1.790 -2.020
H 1.739 -3.092 1.034
H 1.289 -2.403 2.608
H 2.912 -3.049 2.359
H 3.449 0.530 2.252
H 4.328 -0.968 2.632
H 2.791 -0.609 3.429
H 1.943 1.695 -0.925
H 3.165 1.158 -2.087
H 3.630 2.192 -0.726
H 4.794 -1.086 0.346
H 5.198 0.635 0.532
H 5.092 -0.086 -1.079
H -3.325 3.617 0.244
H -2.575 4.378 -1.163
H -2.044 4.830 0.462
H 0.522 2.521 -0.964
H 0.114 4.235 -0.797
H -0.545 3.294 -2.146
O -3.007 -5.154 4.844
C -2.661 -4.546 3.879
C -2.885 -4.961 2.410
O -3.445 -5.946 2.026
C -2.258 -3.873 1.611
C -1.735 -2.915 2.449
O -1.124 -1.841 1.935
C -1.906 -3.205 3.861
O -1.540 -2.552 4.809
O -2.160 -3.745 0.331

***

2.
72
Properties=species:S:1:pos:R:3 method="wB97M-V/def2-TZVPD" homo_lumo_gap_ev=5.21 multiplicity=1 charge=-2 total_energy_ha=-3028.8470
Sn 3.077 -0.053 1.034
C 1.200 -2.437 -1.210
C -0.285 -2.283 -0.871
C -1.146 -2.732 -2.051
C -0.612 -3.093 0.375
O -0.586 -0.925 -0.538
Si -0.633 0.460 -1.402
S -0.664 2.201 -0.024
O 0.441 0.434 -2.626
C 0.614 1.129 -3.860
C 2.056 0.860 -4.271
C -0.348 0.551 -4.898
C 0.382 2.620 -3.684
O -2.098 0.547 -2.180
C -3.450 0.699 -1.733
C -3.816 2.180 -1.740
C -4.298 -0.049 -2.756
C -3.661 0.098 -0.345
H 1.393 -3.441 -1.595
H 1.806 -2.283 -0.316
H 1.494 -1.697 -1.955
H -0.920 -3.769 -2.311
H -0.955 -2.096 -2.921
H -2.207 -2.656 -1.799
H -0.362 -4.147 0.221
H -1.676 -3.010 0.615
H -0.034 -2.713 1.220
H 2.212 -0.211 -4.422
H 2.729 1.203 -3.483
H 2.291 1.389 -5.199
H -0.110 -0.500 -5.091
H -0.273 1.108 -5.836
H -1.371 0.612 -4.522
H 1.101 3.042 -2.978
H -0.609 2.819 -3.269
H 0.480 3.129 -4.647
H -3.658 2.593 -2.739
H -3.187 2.743 -1.051
H -4.866 2.313 -1.459
H -4.194 0.418 -3.739
H -5.353 -0.036 -2.468
H -3.960 -1.086 -2.830
H -3.064 0.630 0.402
H -3.359 -0.951 -0.332
H -4.714 0.173 -0.063
O 0.042 5.654 3.996
C 1.028 5.051 4.468
O 1.689 5.288 5.508
C 1.527 3.838 3.649
C 2.638 3.068 4.138
C 3.097 2.025 3.420
N 2.547 1.644 2.213
C 1.471 2.365 1.717
C 0.966 3.484 2.469
C 0.998 1.926 0.493
O -0.818 3.444 -0.886
O 1.619 0.852 -0.087
H 3.086 3.361 5.077
H 3.933 1.422 3.753
H 0.137 4.058 2.071
F 0.637 -4.638 6.643
C 1.196 -4.045 5.567
C 2.258 -4.630 4.909
F 2.740 -5.807 5.353
C 2.825 -4.027 3.805
F 3.859 -4.651 3.206
C 2.372 -2.798 3.273
O 2.889 -2.246 2.234
C 1.284 -2.241 3.991
F 0.788 -1.069 3.561
C 0.713 -2.840 5.091
F -0.327 -2.266 5.714

***

3.
71
Properties=species:S:1:pos:R:3 method="wB97M-V/def2-TZVPD" homo_lumo_gap_ev="8.51 / 4.40" multiplicity=6 charge=+3 total_energy_ha=-3503.4739 s_squared=8.796
Ir -0.515 0.607 0.685
C -3.702 0.889 1.548
C -3.618 0.393 0.102
N -2.422 -0.435 -0.116
C -2.500 -1.837 0.313
C -2.348 -2.069 1.816
S -0.955 -1.155 2.605
C -1.837 -0.124 3.840
C -2.115 1.315 3.397
N -2.400 1.429 1.966
H -3.978 0.070 2.206
H -4.494 1.644 1.621
H -3.546 1.251 -0.568
H -4.532 -0.160 -0.147
H -2.219 -0.421 -1.114
H -1.700 -2.378 -0.195
H -3.460 -2.276 0.010
H -2.137 -3.127 1.979
H -3.252 -1.826 2.368
H -1.186 -0.112 4.713
H -2.746 -0.656 4.113
H -1.241 1.936 3.599
H -2.948 1.704 3.999
H -2.359 2.414 1.718
N 2.067 1.527 2.671
C 1.509 2.618 2.166
N 0.315 2.682 1.639
C 0.024 3.952 1.194
C -1.109 4.374 0.510
C -1.183 5.685 0.064
C -0.155 6.615 0.313
C 0.965 6.233 1.014
C 1.064 4.906 1.442
S 2.400 4.171 2.216
H 1.650 0.621 2.497
H 3.008 1.549 3.038
H -1.892 3.679 0.250
H -2.045 6.003 -0.502
H -0.243 7.622 -0.067
H 1.771 6.920 1.216
F -0.220 2.301 -1.030
P 1.261 1.891 -1.702
F 0.497 0.505 -2.087
F 0.885 2.606 -3.030
F 1.632 1.067 -0.190
F 1.884 3.171 -0.995
F 2.642 1.332 -2.216
O 0.538 -1.474 -0.131
S 1.842 -1.694 -0.814
C 2.273 -3.417 -0.440
C 1.513 -4.159 0.454
C 1.794 -5.505 0.617
C 2.862 -6.081 -0.060
C 3.644 -5.316 -0.918
C 3.368 -3.971 -1.094
C 1.545 -1.852 -2.599
C 0.296 -2.258 -3.038
C 0.093 -2.369 -4.403
C 1.104 -2.023 -5.287
C 2.355 -1.639 -4.827
C 2.572 -1.521 -3.462
H 0.702 -3.693 0.991
H 1.191 -6.100 1.285
H 3.103 -7.121 0.103
H 4.479 -5.763 -1.436
H 3.989 -3.380 -1.748
H -0.483 -2.501 -2.333
H -0.865 -2.712 -4.765
H 0.901 -2.006 -6.348
H 3.147 -1.396 -5.516
H 3.519 -1.155 -3.098

***

4.
62
Properties=species:S:1:pos:R:3 method="wB97M-V/def2-TZVPD" homo_lumo_gap_ev="6.40 / 6.80" multiplicity=2 charge=+1 total_energy_ha=-2562.6421 s_squared=1.030
Fe 0.039 -0.165 -0.001
C 3.089 2.009 0.684
C 3.550 0.845 1.560
C 2.551 -0.317 1.684
N 1.885 -0.668 0.434
C 2.553 -1.311 -0.496
C 3.899 -1.730 -0.311
C 4.805 -2.302 -1.166
C 4.676 -2.636 -2.514
C 3.530 -2.522 -3.252
C 2.250 -2.110 -2.869
C 1.743 -1.614 -1.674
N 0.428 -1.292 -1.502
C -0.608 -1.991 -2.270
C -1.806 -1.144 -2.661
C -2.501 -0.591 -1.429
N -1.658 0.373 -0.765
C -1.711 1.657 -1.070
C -2.527 2.180 -2.103
C -2.793 3.472 -2.487
C -2.340 4.679 -1.958
C -1.453 4.812 -0.918
C -0.774 3.841 -0.180
C -0.793 2.449 -0.238
N 0.013 1.671 0.517
C 0.705 2.284 1.644
C 2.055 2.927 1.326
H 3.965 2.612 0.437
H 2.708 1.630 -0.268
H 4.494 0.470 1.161
H 3.770 1.204 2.569
H 3.063 -1.191 2.104
H 1.774 -0.071 2.402
H 4.285 -1.558 0.682
H 5.777 -2.501 -0.729
H 5.558 -3.022 -3.007
H 3.601 -2.815 -4.294
H 1.546 -2.158 -3.686
H -0.199 -2.457 -3.160
H -0.969 -2.818 -1.644
H -1.495 -0.327 -3.317
H -2.498 -1.777 -3.221
H -3.479 -0.166 -1.663
H -2.681 -1.413 -0.729
H -3.038 1.432 -2.693
H -3.470 3.556 -3.330
H -2.715 5.586 -2.412
H -1.210 5.830 -0.634
H -0.098 4.260 0.550
H 0.049 3.032 2.100
H 0.832 1.520 2.408
H 1.907 3.786 0.667
H 2.457 3.323 2.264
N -0.153 -2.077 2.189
C -0.848 -2.434 3.278
C -1.841 -1.494 3.455
C -1.671 -0.587 2.406
N -0.639 -0.948 1.649
H 0.664 -2.499 1.778
H -0.594 -3.318 3.838
H -2.584 -1.470 4.231
H -2.229 0.298 2.152